1.
C35H66O22 | ωB97M-V/def2-TZVPD

Properties
- HOMO level (eV) = -9.503
- energy (eV) = -82407.682
- SMILES string = COC(=O)OC.COC(=O)OC.COC(=O)OC.COC(=O)OC.COC(=O)OC.O=C1CCCO1.O=C1CCCO1.C1CCOC1.C1CCOC1.C1CCOC1
- molecular weight (g mol⁻¹) = 838.89

Last column: Löwdin charge in e.
Element x y z (Å)
1 C 0.879 0.897 -1.945  -0.07
2 O -0.232 0.593 -1.198  0.04
3 C -0.139 -0.476 -0.406  -0.61
4 O 0.851 -1.134 -0.249  0.11
5 O -1.299 -0.687 0.197  0.02
6 C -1.492 -2.008 0.741  -0.01
7 H 1.795 1.004 -1.370  0.07
8 H 0.790 1.816 -2.520  0.09
9 H 1.105 0.182 -2.740  0.08
10 H -2.516 -2.290 0.539  0.09
11 H -1.395 -1.877 1.817  0.06
12 H -0.832 -2.777 0.353  0.09
13 C -2.536 4.239 -3.657  -0.02
14 O -3.382 3.117 -3.384  0.02
15 C -4.095 3.228 -2.296  -0.68
16 O -4.197 4.184 -1.610  0.14
17 O -4.821 2.131 -2.170  0.01
18 C -5.770 2.132 -1.113  -0.04
19 H -1.930 3.979 -4.515  0.09
20 H -2.006 4.525 -2.752  0.08
21 H -3.148 5.103 -3.935  0.10
22 H -5.501 2.790 -0.292  0.09
23 H -5.859 1.086 -0.863  0.09
24 H -6.736 2.494 -1.474  0.10
25 C 4.939 -5.308 3.986  -0.02
26 O 4.554 -5.193 2.625  0.03
27 C 3.333 -4.929 2.320  -0.70
28 O 2.423 -4.900 3.081  0.13
29 O 3.244 -4.724 1.030  0.03
30 C 1.953 -4.524 0.446  -0.02
31 H 4.914 -4.337 4.482  0.10
32 H 5.925 -5.732 4.123  0.09
33 H 4.177 -5.951 4.436  0.10
34 H 1.790 -3.450 0.324  0.08
35 H 1.168 -4.940 1.080  0.09
36 H 1.861 -4.990 -0.533  0.09
37 C 0.169 7.083 -1.775  -0.05
38 O 1.450 6.537 -1.603  0.02
39 C 1.583 5.258 -1.936  -0.57
40 O 0.713 4.558 -2.427  0.09
41 O 2.835 4.923 -1.613  0.02
42 C 3.190 3.552 -1.419  -0.01
43 H -0.470 6.892 -0.915  0.10
44 H -0.316 6.586 -2.617  0.08
45 H 0.212 8.144 -1.986  0.10
46 H 4.147 3.427 -0.936  0.11
47 H 3.132 3.135 -2.425  0.08
48 H 2.446 3.026 -0.825  0.06
49 C -1.431 2.895 1.382  0.01
50 O -2.046 1.942 2.277  -0.03
51 C -1.713 2.053 3.557  -0.67
52 O -1.014 2.882 3.997  0.17
53 O -2.353 1.173 4.318  0.01
54 C -3.213 0.221 3.716  -0.05
55 H -1.644 3.922 1.660  0.10
56 H -1.899 2.679 0.427  0.09
57 H -0.372 2.651 1.365  0.08
58 H -2.690 -0.424 3.007  0.08
59 H -4.081 0.698 3.263  0.10
60 H -3.565 -0.501 4.455  0.08
61 C 1.215 -3.038 -3.296  -0.18
62 C 0.544 -4.267 -3.847  -0.16
63 C 0.666 -4.096 -5.358  -0.19
64 O 1.354 -2.855 -5.566  -0.15
65 C 1.184 -2.016 -4.424  -0.22
66 H 2.254 -3.150 -2.968  0.12
67 H 0.785 -2.631 -2.371  0.09
68 H -0.483 -4.365 -3.484  0.11
69 H 0.999 -5.205 -3.515  0.11
70 H -0.296 -4.032 -5.893  0.11
71 H 1.190 -4.826 -5.978  0.12
72 H 0.275 -1.400 -4.548  0.12
73 H 1.916 -1.203 -4.426  0.11
74 C 2.468 2.885 -5.418  -0.18
75 C 2.220 2.014 -6.638  -0.14
76 C 1.640 3.030 -7.680  -0.18
77 O 1.627 4.311 -7.054  -0.15
78 C 1.736 4.196 -5.632  -0.20
79 H 3.533 3.148 -5.334  0.11
80 H 2.327 2.438 -4.430  0.08
81 H 1.525 1.193 -6.461  0.10
82 H 3.145 1.584 -7.014  0.10
83 H 0.629 2.763 -7.981  0.11
84 H 2.339 3.118 -8.507  0.11
85 H 0.749 4.211 -5.146  0.10
86 H 2.301 5.077 -5.321  0.12
87 C 0.759 -2.139 5.843  -0.13
88 C -0.282 -1.704 4.802  -0.15
89 C 0.578 -1.257 3.628  -0.22
90 O 1.811 -0.779 4.169  -0.16
91 C 2.103 -1.636 5.315  -0.16
92 H 0.776 -3.227 5.879  0.11
93 H 0.493 -1.679 6.793  0.11
94 H -0.932 -0.861 5.066  0.10
95 H -1.059 -2.408 4.486  0.11
96 H 0.255 -0.412 3.011  0.11
97 H 0.769 -2.099 2.943  0.12
98 H 2.702 -1.086 6.034  0.12
99 H 2.669 -2.433 4.817  0.11
100 O 2.999 3.794 2.031  0.14
101 C 3.227 2.636 1.979  -0.49
102 O 4.426 2.116 2.320  0.03
103 C 4.433 0.693 2.203  -0.15
104 C 3.267 0.360 1.257  -0.14
105 C 2.296 1.515 1.491  -0.07
106 H 4.386 0.213 3.182  0.12
107 H 5.351 0.316 1.746  0.12
108 H 2.859 -0.564 1.669  0.10
109 H 3.614 0.263 0.235  0.11
110 H 1.526 1.372 2.243  0.12
111 H 1.963 1.832 0.508  0.07
112 O -3.748 -3.301 2.623  0.12
113 C -4.646 -3.643 3.308  -0.53
114 O -4.813 -4.904 3.669  0.03
115 C -5.992 -5.108 4.517  -0.10
116 C -6.738 -3.777 4.436  -0.15
117 C -5.747 -2.764 3.880  -0.07
118 H -5.562 -5.330 5.491  0.13
119 H -6.492 -5.959 4.067  0.12
120 H -7.051 -3.521 5.448  0.11
121 H -7.626 -3.815 3.807  0.12
122 H -5.286 -2.196 4.698  0.12
123 H -6.016 -1.974 3.186  0.13

Cartesian forces (eV/Å) of the 3 atoms listed first:
2.25 0.41 -1.81
-1.46 0.06 0.67
-0.10 0.04 0.22

***

2.
C35H67N9O8 | ωB97M-V/def2-TZVPD

Properties
- HOMO level (eV) = -9.216
- energy (eV) = -67170.615
- SMILES string = CNC(C)=O.CNC(C)=O.CNC(C)=O.CNC(C)=O.CNC(C)=O.CNC(C)=O.CNC(C)=O.c1ccncc1.c1ccncc1.C1CCOC1
- molecular weight (g mol⁻¹) = 741.98

Last column: Löwdin charge in e.
Element x y z (Å)
1 C -0.010 -0.265 0.403  -0.18
2 C 0.270 -0.347 -1.086  -0.17
3 C 1.819 -0.066 -1.168  -0.14
4 O 1.997 0.826 -0.028  -0.16
5 C 0.872 0.943 0.787  -0.23
6 H 0.257 -1.255 0.775  0.11
7 H -1.059 -0.055 0.615  0.11
8 H -0.294 0.505 -1.464  0.11
9 H -0.052 -1.279 -1.552  0.11
10 H 2.132 0.374 -2.115  0.11
11 H 2.453 -0.932 -0.980  0.11
12 H 0.331 1.881 0.659  0.11
13 H 1.116 0.979 1.849  0.11
14 C -0.019 -3.602 9.743  0.00
15 C 0.294 -3.353 8.284  -0.51
16 O -0.298 -4.115 7.435  -0.03
17 N 1.179 -2.450 7.830  0.00
18 C 1.400 -2.111 6.412  -0.06
19 H -0.117 -4.653 10.016  0.09
20 H -0.969 -3.122 9.978  0.08
21 H 0.745 -3.057 10.298  0.07
22 H 1.896 -2.289 8.522  0.13
23 H 2.112 -1.294 6.538  0.07
24 H 0.554 -1.857 5.773  0.09
25 H 1.850 -2.894 5.802  0.08
26 C 1.119 -5.564 -3.789  0.00
27 C 0.713 -4.874 -5.107  -0.60
28 O 1.355 -3.954 -5.534  0.05
29 N -0.341 -5.351 -5.712  -0.01
30 C -0.863 -4.932 -6.969  -0.08
31 H 0.431 -5.404 -2.960  0.08
32 H 2.087 -5.151 -3.504  0.08
33 H 1.185 -6.634 -3.982  0.07
34 H -0.872 -6.061 -5.228  0.14
35 H -1.517 -5.693 -7.393  0.08
36 H -0.155 -4.869 -7.796  0.09
37 H -1.464 -4.035 -6.822  0.09
38 C 2.702 2.337 9.163  0.00
39 C 2.945 2.863 7.738  -0.60
40 O 2.515 3.905 7.300  0.06
41 N 3.834 2.148 7.097  -0.01
42 C 4.575 2.455 5.889  -0.06
43 H 2.206 3.141 9.706  0.08
44 H 3.626 2.049 9.664  0.07
45 H 2.129 1.411 9.106  0.07
46 H 4.137 1.375 7.673  0.12
47 H 5.000 3.459 5.884  0.09
48 H 3.957 2.350 4.997  0.08
49 H 5.388 1.748 5.727  0.08
50 C 4.809 5.158 -0.230  -0.02
51 C 3.709 6.157 -0.168  -0.54
52 O 3.965 7.350 0.006  0.04
53 N 2.434 5.693 -0.278  -0.01
54 C 1.299 6.534 -0.104  -0.10
55 H 5.210 5.056 -1.239  0.08
56 H 4.483 4.153 0.037  0.07
57 H 5.679 5.224 0.424  0.08
58 H 2.163 4.915 -0.862  0.13
59 H 1.139 6.911 0.906  0.09
60 H 0.497 5.838 -0.348  0.08
61 H 1.265 7.394 -0.773  0.08
62 C 7.471 2.322 -6.640  -0.01
63 C 7.156 0.916 -6.143  -0.61
64 O 7.899 0.311 -5.422  0.06
65 N 6.055 0.387 -6.661  0.00
66 C 5.557 -0.973 -6.291  -0.04
67 H 6.683 3.073 -6.700  0.07
68 H 7.946 2.289 -7.621  0.08
69 H 8.238 2.767 -6.006  0.08
70 H 5.678 0.861 -7.469  0.13
71 H 6.435 -1.547 -5.992  0.08
72 H 4.958 -1.384 -7.104  0.08
73 H 5.007 -0.949 -5.351  0.08
74 C 2.410 4.489 -4.923  0.00
75 C 1.238 3.565 -5.146  -0.60
76 O 0.374 3.551 -4.298  0.03
77 N 1.270 2.630 -6.095  0.02
78 C 0.080 1.816 -6.547  -0.04
79 H 3.143 4.533 -5.729  0.07
80 H 2.926 4.064 -4.062  0.08
81 H 2.033 5.483 -4.683  0.09
82 H 1.991 2.687 -6.800  0.12
83 H 0.174 0.855 -6.042  0.08
84 H 0.168 1.571 -7.606  0.07
85 H -0.884 2.323 -6.541  0.08
86 C -4.747 -3.695 0.386  -0.01
87 C -6.064 -4.164 0.924  -0.59
88 O -6.063 -5.099 1.727  0.02
89 N -7.155 -3.724 0.324  0.02
90 C -8.530 -4.309 0.466  -0.04
91 H -4.820 -3.189 -0.577  0.07
92 H -3.932 -4.417 0.428  0.09
93 H -4.453 -2.947 1.123  0.08
94 H -7.079 -3.062 -0.435  0.12
95 H -9.257 -4.090 -0.316  0.08
96 H -9.018 -3.945 1.370  0.08
97 H -8.395 -5.379 0.625  0.08
98 N -2.905 0.425 6.967  0.04
99 C -2.799 1.388 5.987  -0.13
100 C -3.521 1.309 4.794  -0.09
101 C -4.301 0.192 4.541  -0.09
102 C -4.350 -0.822 5.489  -0.08
103 C -3.633 -0.702 6.687  -0.13
104 H -2.081 2.161 6.217  0.10
105 H -3.356 1.987 3.969  0.10
106 H -4.855 0.143 3.615  0.10
107 H -4.955 -1.702 5.327  0.10
108 H -3.616 -1.574 7.324  0.10
109 N -7.042 0.388 -2.007  0.04
110 C -8.050 -0.150 -2.775  -0.12
111 C -7.811 -0.836 -4.010  -0.05
112 C -6.438 -0.879 -4.395  -0.07
113 C -5.422 -0.403 -3.525  -0.07
114 C -5.822 0.324 -2.434  -0.21
115 H -9.061 0.030 -2.440  0.09
116 H -8.641 -1.238 -4.572  0.09
117 H -6.099 -1.470 -5.233  0.09
118 H -4.402 -0.698 -3.724  0.10
119 H -5.141 0.892 -1.817  0.10

Cartesian forces (eV/Å) of the 3 atoms listed first:
-0.02 0.02 -0.20
0.62 0.49 -0.22
-1.79 0.23 1.31

***

3.
C35H68B3Cl2IO11 | ωB97M-V/def2-TZVPD

Properties
- HOMO level (eV) = -9.207
- energy (eV) = -95099.437
- SMILES string = C/C(Cl)=C(/Cl)B1OBOB(I)O1.C1CCOC1.C1CCOC1.C1CCOC1.C1CCOC1.C1CCOC1.C1CCOC1.C1CCOC1.C1CCOC1
- molecular weight (g mol⁻¹) = 895.16

Last column: Löwdin charge in e.
Element x y z (Å)
1 C 2.144 -0.097 -1.954  -0.07
2 C 2.465 1.359 -1.742  -0.74
3 Cl 4.147 1.725 -1.724  0.74
4 C 1.538 2.286 -1.580  -0.57
5 Cl 1.892 3.955 -1.327  0.72
6 B 0.020 1.920 -1.565  -0.61
7 O -0.706 1.653 -2.721  0.24
8 B -1.375 0.433 -2.706  -0.37
9 O -1.777 -0.020 -1.453  0.16
10 B -1.803 0.987 -0.522  -1.10
11 I -3.604 1.453 0.481  1.07
12 O -0.665 1.750 -0.366  0.24
13 H 2.243 -0.368 -3.014  0.10
14 H 2.838 -0.729 -1.387  0.08
15 H 1.128 -0.335 -1.611  0.08
16 H -1.485 -0.248 -3.667  0.13
17 C -0.692 6.251 -4.922  -0.16
18 C -0.680 4.864 -4.278  -0.17
19 C -0.823 3.963 -5.498  -0.20
20 O -0.182 4.646 -6.574  -0.13
21 C 0.093 5.995 -6.203  -0.21
22 H -0.241 7.025 -4.302  0.11
23 H -1.716 6.552 -5.155  0.11
24 H 0.276 4.691 -3.781  0.09
25 H -1.476 4.714 -3.548  0.11
26 H -1.878 3.810 -5.751  0.11
27 H -0.352 2.987 -5.369  0.12
28 H 1.169 6.111 -6.034  0.12
29 H -0.198 6.649 -7.026  0.12
30 C -3.383 -1.919 3.226  -0.18
31 C -4.439 -2.465 4.187  -0.16
32 C -3.714 -2.353 5.523  -0.21
33 O -2.851 -1.222 5.416  -0.14
34 C -2.764 -0.801 4.055  -0.21
35 H -3.790 -1.561 2.281  0.08
36 H -2.643 -2.691 3.005  0.11
37 H -5.325 -1.826 4.181  0.11
38 H -4.749 -3.484 3.961  0.11
39 H -3.113 -3.248 5.719  0.12
40 H -4.386 -2.198 6.369  0.12
41 H -3.318 0.138 3.932  0.10
42 H -1.717 -0.615 3.809  0.11
43 C 7.057 0.787 0.655  -0.18
44 C 7.938 -0.298 1.271  -0.16
45 C 8.051 -1.283 0.114  -0.20
46 O 7.995 -0.505 -1.085  -0.14
47 C 7.567 0.821 -0.782  -0.22
48 H 7.131 1.755 1.149  0.11
49 H 6.011 0.473 0.674  0.10
50 H 8.919 0.107 1.527  0.11
51 H 7.511 -0.754 2.163  0.11
52 H 7.221 -1.996 0.118  0.10
53 H 8.983 -1.849 0.125  0.12
54 H 8.409 1.512 -0.892  0.12
55 H 6.778 1.097 -1.481  0.06
56 C -4.979 3.326 -4.231  -0.16
57 C -6.056 2.992 -3.197  -0.16
58 C -6.020 1.469 -3.201  -0.20
59 O -4.669 1.107 -3.490  -0.15
60 C -3.943 2.250 -3.937  -0.21
61 H -4.575 4.333 -4.132  0.11
62 H -5.372 3.213 -5.244  0.12
63 H -5.772 3.378 -2.216  0.11
64 H -7.040 3.386 -3.449  0.11
65 H -6.674 1.059 -3.978  0.12
66 H -6.300 1.027 -2.244  0.11
67 H -3.260 2.585 -3.145  0.11
68 H -3.349 1.962 -4.806  0.12
69 C -4.355 6.154 3.480  -0.17
70 C -4.549 4.811 4.184  -0.16
71 C -5.246 3.997 3.100  -0.22
72 O -4.752 4.490 1.856  -0.20
73 C -4.034 5.706 2.059  -0.21
74 H -3.565 6.765 3.913  0.11
75 H -5.282 6.729 3.498  0.11
76 H -3.581 4.369 4.427  0.11
77 H -5.134 4.875 5.100  0.11
78 H -6.332 4.134 3.137  0.12
79 H -5.030 2.928 3.163  0.09
80 H -2.962 5.514 1.938  0.12
81 H -4.343 6.424 1.298  0.12
82 C -2.631 -3.275 -1.402  -0.16
83 C -3.801 -4.208 -1.094  -0.16
84 C -3.226 -5.048 0.042  -0.20
85 O -2.315 -4.202 0.745  -0.15
86 C -2.068 -3.017 -0.011  -0.21
87 H -2.918 -2.359 -1.915  0.10
88 H -1.888 -3.792 -2.013  0.12
89 H -4.659 -3.630 -0.744  0.11
90 H -4.119 -4.811 -1.943  0.11
91 H -2.681 -5.915 -0.348  0.12
92 H -3.982 -5.404 0.743  0.12
93 H -2.567 -2.173 0.479  0.09
94 H -0.995 -2.816 -0.017  0.12
95 C 6.365 -6.526 -0.077  -0.17
96 C 5.474 -5.479 -0.744  -0.16
97 C 5.309 -4.458 0.376  -0.20
98 O 6.525 -4.508 1.132  -0.16
99 C 7.294 -5.645 0.749  -0.21
100 H 6.907 -7.154 -0.784  0.11
101 H 5.773 -7.173 0.572  0.11
102 H 5.993 -5.035 -1.596  0.11
103 H 4.518 -5.870 -1.091  0.11
104 H 4.467 -4.705 1.027  0.10
105 H 5.167 -3.439 0.011  0.11
106 H 8.155 -5.319 0.154  0.12
107 H 7.666 -6.132 1.652  0.12
108 C 2.554 -1.813 4.104  -0.16
109 C 1.983 -3.131 4.630  -0.16
110 C 1.763 -3.905 3.336  -0.20
111 O 2.777 -3.463 2.434  -0.16
112 C 3.421 -2.298 2.948  -0.21
113 H 3.122 -1.254 4.846  0.11
114 H 1.749 -1.174 3.736  0.11
115 H 2.721 -3.637 5.256  0.11
116 H 1.068 -3.012 5.207  0.11
117 H 0.779 -3.688 2.906  0.11
118 H 1.853 -4.985 3.460  0.12
119 H 4.428 -2.565 3.288  0.12
120 H 3.514 -1.567 2.143  0.11

Cartesian forces (eV/Å) of the 3 atoms listed first:
0.07 -0.07 0.01
0.12 -0.57 -0.06
0.12 0.09 -0.04